Density functional theory data (wB97M-V/def2-TZVPD) for a structure of composition C13H16MgN2PSe in a non-equilibrium geometry.

As for the charge: -1. The relative energy (zero: lowest compared OMol25 entry of this formula, charge and spin) is 74.6 kJ/mol. Its gap between HOMO and LUMO is 3.589 eV.

Geometry (Å):
C  0.32319  4.55956  -0.96867
C  0.95031  5.23408  0.12455
C  0.01765  5.27682  1.21195
C  -1.21255  4.71050  0.77335
C  -1.03934  4.21572  -0.56357
Mg  -0.91239  1.08610  -1.46310
P  1.45175  1.15745  -2.28793
H  0.75076  4.32378  -1.93552
H  1.96172  5.61373  0.13092
H  0.20059  5.68725  2.19133
H  -1.79547  3.74515  -1.18802
H  -2.13017  4.60922  1.34531
H  2.50003  0.42475  -1.64976
H  2.13998  2.41160  -2.39029
H  1.68340  0.69921  -3.62654
C  -2.63726  -1.86551  0.17389
N  -1.20396  -1.82321  0.37995
C  -0.48951  -0.73015  0.80579
Se  -1.16741  0.98211  1.06471
N  0.78038  -1.19952  1.03397
C  0.85107  -2.58089  0.84894
C  1.90136  -3.47772  0.96858
C  1.62030  -4.82077  0.65975
C  0.33451  -5.21887  0.23833
C  -0.71163  -4.29624  0.11690
C  -0.40799  -2.97578  0.44355
H  -2.86510  -2.18737  -0.85073
H  -3.05818  -0.86754  0.33700
H  -3.09762  -2.57292  0.87832
H  1.53960  -0.61523  1.38284
H  2.87721  -3.11703  1.28740
H  2.40329  -5.57315  0.74128
H  0.15917  -6.27143  0.00144
H  -1.71768  -4.54370  -0.21593

***

Density functional theory data (wB97M-V/def2-TZVPD) for a cluster of 2 separate species, C13H16N4O in total in a non-equilibrium geometry.

As for the charge: 0. The SMILES is COc1ccc(C=C(C#N)C#N)cc1.CNNC. The relative energy (zero: lowest compared OMol25 entry of this formula, charge and spin) is 495.1 kJ/mol. Its gap between HOMO and LUMO is 6.117 eV.

Geometry (Å):
C  -4.87152  2.30716  1.18674
O  -4.29950  1.06732  1.67485
C  -2.98149  0.83337  1.43894
C  -2.46256  -0.39878  1.90782
C  -1.15172  -0.72325  1.68567
C  -0.26288  0.18521  1.06756
C  1.15266  -0.11520  1.07281
C  2.14236  0.82782  0.89800
C  3.46165  0.42879  0.55567
N  4.52978  0.06320  0.22859
C  1.96587  2.20361  1.20932
N  1.80109  3.33468  1.48220
C  -0.81433  1.35747  0.49739
C  -2.12230  1.73151  0.75578
H  -5.91769  2.23412  1.49062
H  -4.38148  3.16528  1.67522
H  -4.79461  2.38864  0.08800
H  -3.14041  -1.05780  2.43788
H  -0.76077  -1.68048  2.02521
H  1.45968  -1.12870  1.34009
H  -0.20745  1.99355  -0.14973
H  -2.48130  2.70937  0.42880
C  1.46366  -2.93813  -1.24660
N  1.59499  -1.48492  -1.14365
N  1.89648  -0.76619  -2.30356
C  2.84966  -1.34478  -3.23932
H  2.07210  -3.36325  -0.44192
H  0.42022  -3.23480  -1.06619
H  1.79788  -3.29216  -2.22221
H  0.72875  -1.07340  -0.78608
H  2.10643  0.19518  -2.03887
H  2.56850  -0.92992  -4.21612
H  3.89442  -1.06064  -3.02391
H  2.74381  -2.43386  -3.26898

***

Density functional theory data (wB97M-V/def2-TZVPD) for the molecule C13H16N4O3S2 in a non-equilibrium geometry.

As for the charge: 0. The SMILES is CCOC(=O)Cc1csc(NC(=O)CSc2nccn2C)n1. The relative energy (zero: lowest compared OMol25 entry of this formula, charge and spin) is 1055.4 kJ/mol. Its gap between HOMO and LUMO is 8.441 eV.

Geometry (Å):
C  -6.70662  -2.01239  1.85445
C  -5.90098  -0.68387  1.64210
O  -5.26668  -0.85443  0.28255
C  -4.61656  0.31856  0.23655
O  -4.60478  1.24021  1.07279
C  -3.83767  0.28546  -1.25318
C  -2.45819  0.76062  -1.08476
C  -1.97431  1.94900  -0.67082
S  -0.35249  2.29356  -0.54986
C  -0.34813  0.47224  -1.09788
N  0.99757  -0.13521  -1.07008
C  1.18334  -1.56720  -1.47056
O  0.27715  -2.42133  -1.38735
C  2.72207  -2.03589  -1.33524
S  3.43947  -1.79659  0.37729
C  3.79938  -0.15085  0.32288
N  3.22000  0.92053  -0.15828
C  3.90470  2.08558  0.20172
C  4.70675  1.72926  1.33436
N  4.72774  0.48907  1.08356
C  5.52848  -0.43254  2.28867
N  -1.37228  -0.33768  -1.28388
H  -7.29912  -1.83271  2.72309
H  -6.00008  -2.80995  1.61955
H  -7.42042  -2.14779  1.18811
H  -5.21702  -0.40715  2.46058
H  -6.71614  0.12115  1.58164
H  -3.84201  -0.90525  -1.46607
H  -4.37729  0.80536  -1.86706
H  -2.59343  2.88817  -0.43376
H  1.78163  0.34129  -1.04232
H  3.19255  -1.22436  -1.93607
H  2.92028  -2.78741  -1.80903
H  3.66713  3.02604  -0.34003
H  5.42774  2.26468  1.83620
H  6.40033  -0.15049  2.52817
H  5.67281  -1.28841  1.86398
H  4.78116  -0.59392  3.32772

***

Density functional theory data (wB97M-V/def2-TZVPD) for a structure of composition C13H16O in a non-equilibrium geometry.

As for the charge: 0. The relative energy (zero: lowest compared OMol25 entry of this formula, charge and spin) is 0.0 kJ/mol. As for the multiplicity: 3. Its gap between HOMO and LUMO (alpha / beta) is 6.139 / 7.964 eV.

Geometry (Å):
C  -3.53097  0.38626  0.65857
C  -2.65134  1.43933  0.83693
C  -3.03607  -0.77144  0.13525
C  -1.29081  1.40754  0.52476
C  -1.71789  -0.93652  -0.11486
C  -0.78481  0.16173  0.09608
C  -0.95048  -1.99638  -0.94583
C  1.63788  0.56762  -0.61270
C  1.89609  0.62538  0.82733
C  0.48909  -1.73075  -0.49982
C  0.49801  -0.22963  -0.32417
C  1.34812  1.82367  -1.48636
C  2.96656  -0.23577  1.35195
O  0.78545  -2.25769  0.72467
H  -4.51410  0.61738  0.72841
H  -3.00539  2.51123  1.01901
H  -3.74163  -1.49423  -0.16172
H  -0.83719  2.34770  0.54782
H  -1.34327  -3.00580  -0.85290
H  -0.95645  -1.74228  -1.96297
H  2.50665  -0.04591  -1.12686
H  1.37338  1.52637  1.42606
H  1.18017  -2.07269  -1.42132
H  1.83676  1.65456  -2.49107
H  1.62598  2.80153  -1.11047
H  0.15901  1.85914  -1.61181
H  2.68866  -1.03883  1.98816
H  3.61987  0.45262  1.88822
H  3.63826  -0.66774  0.65129
H  0.11045  -1.95640  1.31834

***

Density functional theory data (wB97M-V/def2-TZVPD) for a structure of composition C13H17BO6PdSe2.

As for the charge: 0. The relative energy (zero: lowest compared OMol25 entry of this formula, charge and spin) is 110.8 kJ/mol. Its gap between HOMO and LUMO is 6.954 eV.

Geometry (Å):
Pd  -0.31742  0.81103  0.62078
O  1.17901  4.62170  4.00296
C  -0.17012  4.20475  4.14291
C  -0.47522  3.07863  3.12848
C  -1.94933  2.75985  3.39160
O  -2.45168  1.70848  2.58481
C  0.50155  1.95018  3.48946
Se  0.40884  0.11657  2.78712
C  -0.18743  3.70864  1.74312
Se  -0.91216  3.01649  0.04734
H  1.35410  5.31341  4.64624
H  -0.85166  5.04333  3.95692
H  -0.35303  3.82990  5.15684
H  -2.52583  3.67804  3.22101
H  -2.05035  2.49251  4.45182
H  -3.39659  1.63393  2.75025
H  0.46395  1.78217  4.56963
H  1.50744  2.29632  3.26556
H  0.89104  3.79550  1.63620
H  -0.59448  4.72282  1.73226
C  3.78270  0.63763  0.14045
O  2.42918  1.07212  0.41712
C  1.52643  0.09982  0.38570
O  1.68779  -1.04145  0.07354
H  4.37761  1.54438  0.14784
H  3.82895  0.14872  -0.82938
H  4.10383  -0.04868  0.92138
O  -2.84878  -0.54134  0.41067
B  -2.24627  0.57689  -0.13126
O  -3.14838  1.34279  -0.85563
C  -4.35862  0.70928  -0.69669
C  -5.59536  1.07943  -1.17454
C  -6.66186  0.24807  -0.83749
C  -6.48116  -0.89419  -0.06422
C  -5.22294  -1.26111  0.41080
C  -4.18287  -0.42663  0.07431
H  -5.72381  1.96826  -1.77604
H  -7.65423  0.49623  -1.18956
H  -7.33523  -1.51467  0.17183
H  -5.06707  -2.14699  1.00998

***

Density functional theory data (wB97M-V/def2-TZVPD) for a structure of composition C13H17CoO3S3 in a non-equilibrium geometry.

As for the charge: 0. The relative energy (zero: lowest compared OMol25 entry of this formula, charge and spin) is 56.5 kJ/mol. As for the multiplicity: 5. Its gap between HOMO and LUMO (alpha / beta) is 7.846 / 8.561 eV.

Geometry (Å):
Co  -0.42286  1.03083  1.20574
C  -1.76687  -1.39098  2.95022
C  -1.66669  -0.16299  3.86784
S  -0.30188  0.95989  3.50905
C  1.11887  -0.13150  3.81919
C  2.26172  0.10275  2.81755
S  1.81157  0.56262  1.11817
C  1.37559  -1.05859  0.38937
C  0.24816  -1.86912  1.03969
S  -1.40967  -1.05458  1.19502
H  -2.78231  -1.78064  2.99155
H  -1.11648  -2.19156  3.29673
H  -1.60427  -0.48176  4.90835
H  -2.55376  0.46129  3.77412
H  0.79068  -1.16771  3.79383
H  1.49086  0.05398  4.82576
H  2.90416  -0.77628  2.77284
H  2.88729  0.92631  3.15880
H  2.27830  -1.67205  0.38418
H  1.13535  -0.81914  -0.64306
H  0.55220  -2.21493  2.02411
H  0.10478  -2.75932  0.42818
O  -2.30648  0.32100  -1.57256
C  -1.15498  0.68725  -1.72740
O  -0.31446  0.96060  -0.77904
C  -0.59269  0.84631  -3.12487
C  0.71353  1.26425  -3.33344
C  1.21338  1.39606  -4.61865
C  0.40383  1.11043  -5.70707
C  -0.90394  0.69464  -5.50168
C  -1.39816  0.56428  -4.21588
H  1.33160  1.49287  -2.47672
H  2.23341  1.72579  -4.77012
H  0.78970  1.21418  -6.71327
H  -1.54231  0.47226  -6.34718
H  -2.41418  0.24289  -4.03612
O  -1.39299  2.44069  1.29677

***

Density functional theory data (wB97M-V/def2-TZVPD) for a structure of composition C13H17FMnN2 in a non-equilibrium geometry.

As for the charge: 0. The relative energy (zero: lowest compared OMol25 entry of this formula, charge and spin) is 0.0 kJ/mol. As for the multiplicity: 6. Its gap between HOMO and LUMO (alpha / beta) is 4.598 / 6.479 eV.

Geometry (Å):
C  -2.97520  -0.61206  0.77177
C  -2.76107  0.55891  -0.27907
H  -2.70501  -1.60983  0.40768
H  -4.06586  -0.60891  0.89289
H  -2.68791  -0.49881  1.84145
H  -1.94196  0.47482  -1.01313
H  -3.64785  0.44785  -0.91558
H  -2.86132  1.58198  0.11697
C  -0.06996  -2.49662  1.10019
C  0.75718  -3.60561  0.91294
C  1.88074  -3.47888  0.09072
C  2.12984  -2.25189  -0.51567
H  -0.92575  -2.52210  1.77288
H  0.50862  -4.53670  1.41607
H  2.55096  -4.31983  -0.07622
H  2.99086  -2.09416  -1.16258
N  0.14898  -1.32047  0.48039
C  1.25466  -1.17013  -0.30058
C  1.47174  0.16325  -0.87268
N  0.52035  1.09643  -0.60868
C  0.66686  2.34376  -1.08155
C  2.75066  1.78411  -2.14735
C  1.76282  2.73004  -1.86101
H  -0.10725  3.05398  -0.79805
H  1.81964  3.75342  -2.21381
C  2.60198  0.48871  -1.65175
H  3.34057  -0.28698  -1.83728
H  3.62114  2.04210  -2.74483
Mn  -1.07778  0.40853  0.96698
C  -1.07585  2.38293  1.53423
H  -1.44012  3.09996  0.78927
H  -0.02971  2.58968  1.78885
H  -1.69550  2.40763  2.44144
F  -0.70949  0.00487  2.75509

***

Density functional theory data (wB97M-V/def2-TZVPD) for a structure of composition C13H17IrN3O7S3.

As for the charge: +2. The relative energy (zero: lowest compared OMol25 entry of this formula, charge and spin) is 0.0 kJ/mol. As for the multiplicity: 2. Its gap between HOMO and LUMO (alpha / beta) is 8.597 / 6.398 eV.

Geometry (Å):
Ir  -0.17962  -0.40549  -0.15248
O  -1.21321  0.20200  -1.79197
S  -1.20945  1.69700  -1.44247
O  -2.42110  2.37131  -1.68680
O  -0.77282  1.58762  0.00483
C  0.09979  2.44961  -2.35218
C  -0.28848  3.52066  -3.13638
C  0.64771  4.19284  -3.92077
C  1.96383  3.78744  -3.92433
C  2.36730  2.70945  -3.13611
C  1.45151  2.03902  -2.34851
S  2.12681  0.72278  -1.38116
O  3.49031  0.54032  -1.70452
O  1.25625  -0.50164  -1.64622
O  1.80235  0.97147  0.04857
H  -1.32379  3.83035  -3.13851
H  0.32777  5.02928  -4.52635
H  2.69461  4.29934  -4.53495
H  3.40009  2.39118  -3.13400
C  -0.66902  -2.81730  -2.25991
S  0.06381  -2.69140  -0.61921
C  -1.13979  -3.59926  0.36079
H  -0.58259  -3.85827  -2.56694
H  -0.08161  -2.18471  -2.91984
H  -1.70860  -2.49882  -2.23881
H  -2.14107  -3.19831  0.22639
H  -0.82973  -3.56116  1.40344
H  -1.09311  -4.63464  0.02588
C  -2.91102  -1.00975  3.65804
N  -1.45451  -0.96819  3.40980
C  -0.51933  -0.95981  4.41953
C  0.79823  -0.79778  4.17778
C  1.24534  -0.63044  2.82885
N  0.31378  -0.76781  1.85889
C  -0.99608  -0.84221  2.16389
O  -1.73467  -0.73978  1.12204
N  2.49034  -0.38037  2.50333
H  -3.06781  -1.08589  4.72916
H  -3.34170  -1.87479  3.16069
H  -3.36712  -0.09838  3.27930
H  -0.91488  -1.06918  5.41956
H  1.50393  -0.76468  4.99422
H  3.19688  -0.28367  3.21629
H  2.72047  -0.11796  1.55113